68
Properties=species:S:1:pos:R:3 method="wB97M-V/def2-TZVPD" gap_ev=10.617 smiles="COC(=O)OC.COC(=O)OC.COC(=O)OC.COC(=O)OC.COC(=O)OC.BrCCBr"
Br 7.72 -29.44 35.50
C 8.36 -27.70 34.65
C 8.36 -27.77 33.11
Br 8.09 -25.95 32.35
H 9.34 -27.51 35.08
H 7.64 -27.03 35.13
H 7.58 -28.41 32.72
H 9.32 -28.16 32.77
C 2.25 -30.51 40.66
O 2.58 -29.51 39.69
C 3.72 -29.57 38.96
O 4.42 -30.60 38.83
O 3.94 -28.48 38.31
C 5.01 -28.32 37.49
H 1.18 -30.70 40.67
H 2.68 -30.13 41.58
H 2.71 -31.48 40.45
H 5.68 -29.18 37.48
H 5.64 -27.45 37.70
H 4.52 -28.17 36.52
C 12.13 -25.65 32.14
O 11.20 -24.72 31.71
C 11.44 -23.69 30.83
O 12.58 -23.46 30.40
O 10.32 -23.03 30.53
C 10.37 -21.98 29.57
H 11.66 -26.62 32.33
H 12.81 -25.35 32.93
H 12.85 -26.01 31.40
H 11.09 -21.23 29.92
H 9.38 -21.52 29.56
H 10.55 -22.18 28.51
C 9.16 -26.58 29.31
O 9.12 -26.69 27.95
C 9.77 -27.78 27.43
O 10.46 -28.61 28.08
O 9.51 -27.95 26.21
C 10.24 -28.84 25.30
H 9.74 -25.86 29.87
H 9.21 -27.61 29.68
H 8.11 -26.37 29.52
H 10.83 -28.22 24.62
H 9.57 -29.46 24.70
H 10.85 -29.47 25.94
C 12.09 -29.35 31.28
O 13.40 -29.95 31.54
C 13.88 -30.87 30.86
O 13.25 -31.44 29.93
O 15.20 -31.02 31.20
C 16.09 -32.06 30.93
H 11.42 -29.12 32.11
H 11.63 -30.13 30.67
H 12.26 -28.39 30.79
H 16.09 -32.77 31.76
H 17.12 -31.71 31.02
H 15.97 -32.49 29.94
C 10.95 -29.87 35.65
O 11.42 -28.57 35.21
C 12.43 -27.97 35.92
O 13.00 -28.54 36.81
O 12.61 -26.73 35.38
C 13.72 -25.90 35.85
H 11.74 -30.61 35.57
H 10.16 -30.11 34.94
H 10.58 -29.86 36.68
H 13.76 -24.87 35.50
H 14.66 -26.21 35.38
H 13.86 -25.97 36.92